The following is a DFT calculation (wB97M-V/def2-TZVPD) of a molecular structure, C4H26B4O2Pb in a non-equilibrium geometry.

Positions of all 37 atoms, in Å:
1 Pb -0.60 0.01 0.27
2 B -2.92 0.44 -1.44
3 H -2.65 -0.54 -1.07
4 H -3.54 0.99 -0.74
5 H -2.02 0.99 -1.63
6 H -3.49 0.25 -2.33
7 B -0.96 -2.31 1.25
8 H -0.34 -1.61 1.78
9 H -0.53 -2.52 0.28
10 H -1.20 -3.25 1.71
11 H -1.86 -1.76 1.04
12 B -2.26 1.03 2.29
13 H -2.43 0.20 2.95
14 H -1.20 1.16 2.12
15 H -2.82 0.83 1.39
16 H -2.69 1.95 2.65
17 B 0.24 2.51 -0.10
18 H 0.64 3.47 -0.40
19 H -0.83 2.46 -0.26
20 H 0.64 1.75 -0.75
21 H 0.48 2.41 0.95
22 C 2.21 -0.61 2.17
23 O 1.90 -0.38 0.82
24 C 2.84 -0.77 -0.15
25 C 2.32 -0.35 -1.49
26 O 0.94 -0.73 -1.67
27 C 0.40 -0.44 -2.94
28 H 1.46 -0.13 2.80
29 H 3.19 -0.15 2.27
30 H 2.33 -1.68 2.35
31 H 3.06 -1.84 -0.15
32 H 3.79 -0.25 -0.02
33 H 2.96 -0.65 -2.32
34 H 2.28 0.74 -1.58
35 H -0.62 -0.82 -2.96
36 H 0.93 -0.94 -3.75
37 H 0.38 0.58 -3.33

⟨S²⟩ = 0.750
2S+1 = 2
HOMO-LUMO gap (alpha / beta) = 2.73 / 6.41 eV
Charge = -3
Energy = -16601.64633 eV